14
Properties=species:S:1:pos:R:3 method="wB97M-V/def2-TZVPD" de_lowest_kcal_mol=161.0 total_energy_ha=-1098.817262 gap_ev=7.215
S -1.740 1.326 1.760
S -1.173 -2.910 0.527
O 1.149 1.209 -1.568
N 0.341 -0.987 -0.564
N -0.752 -0.064 1.281
C 0.346 1.601 -0.461
C -0.204 -2.259 -0.401
C -0.212 0.276 0.132
H -0.369 2.549 -0.807
H 1.124 1.881 0.483
H 1.944 0.588 -1.209
H 0.049 -2.790 -1.346
H -1.463 0.555 3.523
H 0.960 -0.974 -1.349


189
Properties=species:S:1:pos:R:3 method="wB97M-V/def2-TZVPD" total_energy_ha=-3137.990804 smiles=CC1(C)CCCC(C)(C)N1O.CC1(C)CCCC(C)(C)N1O.CC1(C)CCCC(C)(C)N1O.CC1(C)CCCC(C)(C)N1O.CC(C)O.CC(C)O.CC(C)O.CC(C)O.CC(C)O.O.O.O gap_ev=8.112
O -8.359 6.475 9.269
O -0.314 0.672 9.150
O 1.346 6.867 10.528
O -8.872 4.899 13.780
O -5.478 -1.940 12.491
O -4.772 10.703 15.007
O -1.013 -0.426 4.232
O -9.421 2.483 12.449
O -5.763 1.024 6.513
O -7.358 0.490 10.088
O -12.281 5.385 8.052
O -6.715 4.586 10.950
N -3.815 9.753 15.368
N -12.161 4.307 7.128
N -1.804 0.729 4.240
N -5.469 3.982 10.694
C -5.080 -1.156 13.608
C -2.450 10.031 14.889
C -10.933 2.784 8.719
C -6.290 3.217 8.429
C -6.938 2.210 4.676
C -2.321 0.781 6.580
C 0.039 -0.470 9.983
C -12.153 3.002 7.796
C -4.914 5.240 8.523
C -7.754 8.299 7.862
C -2.784 3.209 10.033
C -11.406 2.096 5.468
C -12.237 1.889 6.721
C -4.948 8.116 13.925
C -2.202 3.604 4.070
C -5.533 8.327 16.323
C -4.481 4.254 11.737
C -6.923 8.149 10.291
C -3.798 -1.872 14.062
C -13.479 2.919 8.565
C -0.426 1.750 2.379
C -5.087 3.981 13.123
C -3.343 7.281 15.718
C 0.261 5.100 11.703
C -1.910 11.297 15.496
C -8.057 7.867 9.305
C -4.005 5.719 11.703
C -6.756 0.936 5.455
C -2.334 10.141 13.328
C -3.267 3.318 11.485
C -11.470 3.580 4.934
C -2.293 2.930 5.404
C -4.382 8.372 15.322
C -11.784 5.940 5.284
C -4.042 2.869 9.217
C -9.809 4.790 6.362
C -0.073 1.745 5.780
C -5.206 3.896 9.245
C -0.726 -0.269 11.286
C -1.570 1.568 5.453
C 0.373 5.838 10.418
C -2.465 0.454 1.890
C -1.520 8.916 15.347
C -11.329 4.668 6.015
C -2.713 2.652 2.998
C -0.330 -1.714 9.183
C -4.693 0.282 13.182
C -1.983 7.489 15.016
C -8.061 0.454 6.079
C 0.698 4.957 9.177
C -1.833 1.408 2.917
H -1.737 11.254 16.568
H -3.130 7.409 16.780
H -4.273 0.773 14.064
H -3.770 2.439 3.174
H 1.102 -0.305 10.180
H 0.368 3.926 9.327
H -5.440 7.138 13.950
H -7.769 9.390 7.792
H 0.176 0.839 2.323
H 1.991 6.538 11.163
H -6.841 7.911 7.410
H -4.655 11.429 15.630
H -12.455 3.613 4.457
H -0.502 0.716 11.690
H -11.143 2.986 9.767
H -1.947 7.157 13.980
H -2.374 1.321 7.524
H -2.539 3.579 12.260
H 0.224 -2.579 9.571
H -4.355 8.241 13.023
H -7.746 2.101 3.948
H -0.992 11.519 14.942
H -10.700 3.624 4.165
H -6.404 -1.808 12.271
H 0.337 5.343 8.226
H -2.215 2.283 9.941
H -4.069 -2.844 14.467
H -3.516 2.282 11.725
H -1.299 6.835 15.565
H -7.662 5.873 9.549
H -7.282 7.869 11.282
H -9.278 5.291 5.555
H -6.759 9.228 10.368
H 0.054 -1.709 8.161
H -3.412 5.953 12.588
H -5.997 7.693 9.948
H -5.933 4.632 13.372
H -13.175 5.689 7.862
H -8.564 7.951 7.217
H -5.087 8.499 17.300
H -2.735 4.558 4.063
H 0.023 1.854 6.867
H -13.648 3.777 9.216
H -3.943 0.265 12.395
H -5.782 5.890 8.597
H -1.792 -0.126 6.889
H 0.629 0.920 5.645
H -3.684 2.879 8.178
H -11.843 0.940 7.093
H -6.060 2.434 4.065
H -1.391 -1.948 9.221
H -3.551 0.334 1.975
H -5.854 0.167 6.944
H -1.263 10.116 13.115
H -3.337 2.855 5.718
H -8.402 4.566 14.554
H -4.841 6.418 11.656
H -7.501 1.065 9.333
H -11.602 1.408 4.647
H -1.778 -0.211 10.989
H -7.184 3.857 11.377
H -0.513 9.008 14.933
H -9.164 3.380 12.711
H -1.354 9.027 16.422
H -4.585 5.147 7.489
H -10.138 3.476 8.443
H -8.789 0.050 5.373
H -3.246 -1.306 14.820
H -0.351 4.197 11.679
H -9.832 5.442 7.240
H 0.342 2.654 5.343
H -7.757 0.963 10.831
H -11.094 6.158 4.470
H -6.137 3.388 7.371
H -0.126 5.698 12.532
H -3.071 -1.882 13.251
H -11.727 6.832 5.917
H -8.535 1.276 6.613
H -10.424 1.829 8.569
H -5.542 3.005 13.302
H -8.967 8.383 9.610
H 1.785 4.898 9.072
H -2.505 12.155 15.162
H -1.819 3.633 6.098
H -0.553 -1.117 11.944
H -5.788 8.775 13.670
H -6.302 9.063 16.085
H -7.207 3.120 5.217
H -5.589 0.850 12.928
H -3.261 0.522 6.100
H -12.827 5.902 4.971
H -7.243 3.706 8.692
H -1.638 -1.103 4.516
H -13.259 1.734 6.370
H -2.769 11.060 12.941
H -1.177 3.883 3.810
H -0.595 6.294 10.176
H 0.112 2.392 3.078
H -2.029 -0.544 1.921
H -2.266 4.092 9.662
H -9.394 3.833 6.664
H -4.406 1.844 9.277
H -13.568 2.045 9.212
H -7.803 -0.419 6.686
H -14.302 2.914 7.849
H -4.367 4.222 13.908
H -0.345 2.202 1.390
H -10.274 2.342 12.870
H -10.330 2.001 5.659
H -6.276 0.220 4.781
H -3.785 6.314 15.481
H -6.072 7.389 16.167
H -2.739 9.268 12.825
H 1.249 4.754 12.038
H -3.422 5.907 10.802
H -2.664 3.106 2.004
H -9.088 5.811 14.000
H -5.955 -1.100 14.261
H -6.523 2.200 8.697
H -2.420 0.827 0.862
H 0.286 0.681 8.399
H -4.082 5.712 9.047


137
Properties=species:S:1:pos:R:3 method="wB97M-V/def2-TZVPD" de_lowest_kcal_mol=11.7 total_energy_ha=-8090.516790 gap_ev=6.027
Te -5.139 2.003 -2.163
Se 0.455 -0.681 2.645
Sc -1.106 0.609 -1.097
S -1.576 3.128 -1.170
S 0.828 2.028 0.051
S 0.743 4.942 -0.661
S 0.443 1.802 -3.802
P -3.334 1.273 -3.464
O -3.784 0.120 -4.500
O -2.091 0.587 -2.870
O -0.261 -1.238 -0.601
O -2.750 2.406 -4.417
O 0.489 0.821 -2.642
N -2.334 0.984 0.974
N 2.537 0.702 3.987
N -3.102 -0.850 -0.821
N -0.434 -3.288 0.326
N 1.529 -2.613 -0.736
N 0.936 0.108 5.361
C 4.997 -0.749 2.758
C 4.122 2.094 7.049
C 2.184 1.901 -4.282
C -3.997 1.744 3.080
C 2.180 -3.879 -0.441
C 1.612 -3.122 -5.300
C -0.352 -1.319 6.964
C 0.044 3.439 -0.610
C -1.939 1.866 1.873
C -5.582 -2.088 -0.716
C 0.233 -3.362 5.555
C 0.538 -2.822 -4.471
C -5.731 0.163 2.231
C -6.110 -0.768 1.335
C 3.193 4.178 -3.961
C 4.062 3.497 -1.420
C -4.518 0.603 -6.755
C 4.045 1.800 5.695
C 1.957 1.082 7.475
C 4.496 -1.759 3.792
C -1.719 -2.972 0.932
C 2.376 -1.582 -1.322
C 2.905 1.151 5.250
C -3.564 0.448 1.115
C 3.392 2.563 -2.194
C -3.978 -0.540 0.149
C 0.103 -4.607 0.626
C 0.614 -2.480 6.741
C 3.877 5.107 -3.192
C -3.414 3.618 -4.823
C -4.701 -2.373 -1.727
C -0.386 -0.298 5.825
C -4.938 0.257 -5.341
C -5.230 -1.148 0.264
C 0.262 -2.350 -0.352
C 1.587 -0.862 -6.125
C -4.438 0.790 2.149
C 1.154 -4.989 -0.393
C -0.005 -1.546 -4.466
C 2.948 2.900 -3.467
C 1.886 0.784 6.123
C 3.092 1.745 7.924
C -2.863 4.806 -4.079
C 3.884 -0.033 1.989
C 3.195 1.100 2.736
C -2.745 2.277 2.943
C -0.099 0.814 -5.256
C 4.309 4.767 -1.918
C -3.461 -1.726 -1.736
C 0.513 -0.553 -5.297
C 1.333 0.087 4.052
C 2.136 -2.138 -6.128
H 0.140 1.432 -6.123
H -0.886 -0.713 4.953
H 2.710 -3.815 0.517
H -0.844 -1.302 -3.825
H 2.560 0.885 -4.148
H -4.030 1.577 -6.787
H 0.533 -4.609 1.635
H 3.127 -0.755 1.673
H -2.742 -1.925 -2.521
H -4.652 2.044 3.890
H -3.819 -0.142 -7.139
H 0.225 -2.796 4.621
H -0.945 2.270 1.730
H -5.455 -0.702 -5.312
H 2.189 2.163 -5.342
H -1.878 -1.901 0.936
H 1.626 -2.090 6.598
H -6.553 -2.568 -0.671
H 3.182 1.578 -1.795
H 2.031 -4.120 -5.311
H -7.082 -1.242 1.402
H -1.178 0.749 -5.157
H 4.816 5.499 -1.304
H -5.391 0.631 -7.409
H 3.752 -2.425 3.348
H 2.967 -2.365 -6.782
H 5.642 -0.010 3.247
H -1.791 4.917 -4.243
H 4.291 0.420 1.080
H 4.996 2.604 7.431
H 2.738 -1.912 -2.298
H 0.118 -3.587 -3.828
H -1.708 -3.320 1.966
H 5.630 -1.272 2.037
H 3.230 -1.403 -0.662
H 0.941 -4.185 5.438
H 0.640 -3.081 7.653
H -1.370 -1.707 7.064
H 4.027 -1.274 4.648
H 2.847 4.445 -4.953
H 2.925 -4.055 -1.218
H -0.761 -3.795 5.699
H -3.022 4.701 -3.005
H 2.444 1.568 2.097
H -2.539 -3.457 0.395
H -0.729 -5.313 0.621
H 5.317 -2.370 4.172
H 1.165 0.821 8.160
H -3.226 3.694 -5.895
H 4.063 6.098 -3.584
H -0.934 0.597 6.129
H -4.489 3.518 -4.663
H -0.119 -0.829 7.910
H 1.995 -0.100 -6.780
H 0.693 -5.107 -1.377
H 1.829 -0.656 -1.446
H -4.948 -3.070 -2.515
H 3.927 1.860 3.009
H -3.375 5.705 -4.429
H 1.624 -5.933 -0.118
H 4.365 3.238 -0.414
H -6.393 0.457 3.037
H -2.365 3.018 3.633
H -5.613 1.006 -4.923
H 3.180 1.986 8.974
H 4.845 2.071 5.020


63
Properties=species:S:1:pos:R:3 method="wB97M-V/def2-TZVPD" spin_multiplicity=2 de_lowest_kcal_mol=0.0 total_charge=+1 total_energy_ha=-2209.345599 gap_ev="6.766 / 6.776"
Ru -0.147 -0.039 1.392
S -2.257 -0.728 2.021
S 0.408 -3.308 0.579
O 1.176 -2.007 0.527
O -1.335 1.789 4.586
O -0.288 1.560 2.622
N 0.848 -0.714 3.177
N -1.236 1.031 0.003
N -2.402 1.488 0.618
N 1.244 0.534 -1.258
N -3.913 1.339 2.338
C -3.478 -2.565 -1.614
C -3.422 -3.516 -0.605
C 2.125 -0.342 -3.299
C -2.342 -1.850 -1.975
C -2.227 -3.749 0.061
C 2.936 2.090 -0.191
C 2.153 -0.230 -1.954
C -0.997 1.530 -1.207
C 1.154 0.406 -4.023
C -1.971 2.499 -1.811
C -1.102 -3.031 -0.314
C -0.590 1.195 3.844
C 4.221 1.537 0.415
C 0.162 1.126 -1.927
C 1.222 -4.368 -0.619
C 2.593 3.454 0.400
C 1.752 1.107 -0.004
C 0.088 -0.108 4.298
C 0.209 1.113 -3.347
C -2.894 0.814 1.658
C -1.141 -2.084 -1.327
H -2.178 -4.464 0.873
H -0.240 -1.546 -1.603
H -4.127 0.900 3.220
H -2.664 2.453 0.467
H -2.391 -1.111 -2.764
H 4.113 1.414 1.496
H 1.151 0.392 -5.104
H 1.283 -3.843 -1.571
H -0.565 1.620 -3.905
H 3.409 4.160 0.250
H -2.996 2.128 -1.747
H 2.215 -4.589 -0.230
H 1.773 -0.296 3.123
H -4.310 -4.066 -0.326
H 0.721 0.094 5.163
H -0.697 -0.791 4.612
H 0.644 -5.285 -0.720
H -1.921 3.463 -1.295
H 2.885 -0.727 -1.331
H -1.754 2.701 -2.855
H 5.055 2.218 0.244
H 2.841 -0.974 -3.802
H -4.080 2.334 2.308
H 2.408 3.375 1.474
H 2.083 0.255 0.625
H 4.488 0.568 -0.010
H -4.415 -2.380 -2.123
H 1.696 3.871 -0.064
H 1.001 -1.707 3.314
H 0.949 1.651 0.488
H 3.077 2.205 -1.270